Entry 1:
The following is a quantum chemistry calculation of a structure of composition C44H40N2O3P2S3Sr at a distorted geometry, from the OMol25 dataset.

Geometry as ORCA input:
```
! wB97M-V def2-TZVPD RIJCOSX def2/J DEFGRID3
* xyz 0 1
Sr -0.101 0.075 -1.282
C 5.561 3.620 -3.967
O 5.414 2.443 -4.743
C 4.398 1.601 -4.434
C 4.334 0.444 -5.246
C 3.353 -0.468 -4.998
C 2.411 -0.305 -3.948
C 1.489 -1.369 -3.644
C 1.109 -2.399 -4.669
O 0.938 -1.480 -2.527
C 2.465 0.890 -3.159
O 1.620 1.125 -2.224
C 3.494 1.826 -3.421
H 6.426 4.139 -4.372
H 5.731 3.374 -2.917
H 4.676 4.254 -4.058
H 5.063 0.307 -6.029
H 3.329 -1.360 -5.603
H 1.529 -2.224 -5.651
H 0.020 -2.382 -4.745
H 1.384 -3.394 -4.316
H 3.528 2.715 -2.811
C 1.114 0.803 3.325
C 0.912 2.072 2.482
P 1.546 1.898 0.768
C 3.348 1.721 0.976
C 4.065 2.294 2.027
C 5.434 2.111 2.136
C 6.108 1.351 1.189
C 5.409 0.770 0.142
C 4.035 0.949 0.043
C 1.284 3.596 0.130
C 1.914 4.703 0.694
C 1.657 5.985 0.234
C 0.749 6.177 -0.799
C 0.117 5.086 -1.374
C 0.395 3.804 -0.919
C 0.789 -0.533 2.637
P -0.817 -0.567 1.717
C -2.040 -0.113 2.978
C -2.098 -0.742 4.223
C -3.039 -0.354 5.161
C -3.935 0.668 4.862
C -3.891 1.294 3.627
C -2.943 0.903 2.687
C -1.027 -2.362 1.432
C -2.194 -3.050 1.747
C -2.360 -4.371 1.360
C -1.366 -5.024 0.646
C -0.195 -4.352 0.327
C -0.029 -3.030 0.720
H 0.512 0.886 4.233
H 2.157 0.755 3.649
H 1.317 2.942 3.003
H -0.157 2.279 2.356
H 3.551 2.879 2.781
H 5.974 2.558 2.959
H 7.177 1.209 1.271
H 5.924 0.174 -0.598
H 3.498 0.494 -0.781
H 2.626 4.569 1.501
H 2.160 6.830 0.682
H 0.542 7.175 -1.159
H -0.585 5.225 -2.185
H -0.082 2.975 -1.434
H 0.794 -1.345 3.370
H 1.570 -0.780 1.911
H -1.415 -1.550 4.456
H -3.080 -0.847 6.122
H -4.671 0.970 5.594
H -4.591 2.081 3.388
H -2.922 1.383 1.716
H -2.986 -2.551 2.288
H -3.286 -4.880 1.594
H -1.512 -6.045 0.322
H 0.582 -4.840 -0.243
H 0.890 -2.522 0.439
S -3.574 -5.205 -2.003
C -3.607 -3.539 -1.874
S -2.572 -2.553 -2.841
C -3.149 -1.124 -2.087
N -4.057 -1.337 -1.187
N -4.328 -2.693 -1.112
C -5.343 -3.033 -0.166
C -5.606 -2.146 0.870
C -6.571 -2.462 1.808
C -7.288 -3.650 1.717
C -7.038 -4.503 0.655
C -6.072 -4.202 -0.297
S -2.547 0.470 -2.544
H -5.064 -1.212 0.923
H -6.762 -1.766 2.616
H -8.041 -3.896 2.451
H -7.600 -5.422 0.548
H -5.883 -4.867 -1.125
*
```

The calculation puts the energy above the lowest of the compared OMol25 structures with the same formula, charge and spin at 0.8307 eV. The calculation puts the HOMO energy at -7.4 eV. The calculation puts the gap between HOMO and LUMO at 0.2845 hartree.

Entry 2:
The following is a quantum chemistry calculation of a structure of composition C44H40N3OP2SSeZr at a distorted geometry, from the OMol25 dataset.

Geometry as ORCA input:
```
! wB97M-V def2-TZVPD RIJCOSX def2/J DEFGRID3
* xyz 1 1
Zr -0.133 0.610 0.177
C -1.546 -2.507 -0.944
P -0.514 -2.452 -2.487
C -0.631 -0.630 -2.896
C -1.708 -0.156 -3.648
C -1.718 1.124 -4.179
C -0.649 1.986 -3.970
C 0.418 1.554 -3.206
C 0.424 0.272 -2.647
C -1.660 -3.104 -3.749
C -1.142 -3.276 -5.034
C -1.929 -3.784 -6.054
C -3.246 -4.148 -5.798
C -3.769 -3.995 -4.524
C -2.982 -3.472 -3.505
C -0.598 -2.289 0.202
C -0.240 -3.195 1.165
C 1.093 -2.916 1.580
C 1.525 -1.860 0.835
C 2.838 -1.165 0.735
P 2.551 0.491 1.474
C 2.609 0.062 3.242
C 3.700 -0.633 3.775
C 3.696 -1.054 5.093
C 2.594 -0.801 5.901
C 1.502 -0.128 5.381
C 1.512 0.302 4.060
C 3.986 1.517 1.077
C 3.993 2.100 -0.192
C 5.074 2.859 -0.614
C 6.151 3.060 0.236
C 6.143 2.504 1.507
C 5.068 1.736 1.929
N 0.487 -1.393 0.024
H -2.363 -1.787 -1.004
H -1.980 -3.503 -0.856
H -2.538 -0.816 -3.865
H -2.562 1.446 -4.776
H -0.641 2.975 -4.407
H 1.276 2.196 -3.057
H 1.341 -0.085 -2.177
H -0.110 -3.014 -5.239
H -1.514 -3.908 -7.045
H -3.859 -4.556 -6.591
H -4.793 -4.279 -4.319
H -3.418 -3.342 -2.524
H -0.841 -4.037 1.472
H 1.680 -3.466 2.298
H 3.639 -1.687 1.254
H 3.112 -1.057 -0.318
H 4.555 -0.876 3.155
H 4.550 -1.588 5.488
H 2.589 -1.137 6.929
H 0.637 0.061 6.005
H 0.655 0.829 3.663
H 3.143 1.976 -0.850
H 5.066 3.306 -1.599
H 6.994 3.656 -0.087
H 6.975 2.673 2.178
H 5.073 1.342 2.935
Se 0.397 3.131 -0.538
C 0.582 4.173 1.057
C -0.284 5.247 1.228
C -0.198 6.002 2.389
N 0.679 5.769 3.364
C 1.534 4.768 3.166
C 1.530 3.950 2.046
H -1.022 5.495 0.475
H -0.875 6.836 2.539
H 2.264 4.598 3.950
H 2.269 3.167 1.956
N -7.745 1.118 -0.237
C -6.603 1.003 -0.224
C -5.165 0.859 -0.210
C -4.556 -0.005 0.702
C -3.177 -0.110 0.711
C -2.359 0.608 -0.177
C -3.005 1.463 -1.071
C -4.389 1.593 -1.098
H -5.164 -0.578 1.391
H -2.725 -0.790 1.431
H -2.425 2.071 -1.756
H -4.867 2.264 -1.799
C -2.378 1.544 4.096
S -1.492 2.504 2.896
C -2.847 3.149 1.954
O -0.857 1.427 1.999
H -3.097 2.206 4.578
H -1.667 1.175 4.830
H -2.882 0.729 3.577
H -3.270 3.963 2.544
H -3.581 2.371 1.747
H -2.415 3.537 1.034
*
```

The calculation puts the HOMO energy at -10.6 eV. The calculation puts the gap between HOMO and LUMO at 0.2619 hartree.

Entry 3:
The following is a quantum chemistry calculation of a structure of composition C44H41BBr2CdN3O2PS, from the OMol25 dataset.

Geometry as ORCA input:
```
! wB97M-V def2-TZVPD RIJCOSX def2/J DEFGRID3
* xyz -2 1
Cd 0.360 -0.119 0.243
Br -2.308 2.096 0.387
C -2.082 2.650 -1.435
C -2.755 3.777 -1.819
C -2.682 4.207 -3.157
C -1.963 3.481 -4.064
C -1.258 2.317 -3.674
C -0.535 1.560 -4.620
C 0.120 0.427 -4.223
C 0.130 0.041 -2.868
C -0.526 0.738 -1.864
C -1.272 1.874 -2.307
H -3.347 4.324 -1.097
H -3.207 5.106 -3.461
H -1.924 3.783 -5.106
H -0.501 1.902 -5.651
H 0.672 -0.166 -4.947
H 0.708 -0.840 -2.608
N 1.320 1.153 1.845
P 1.365 2.648 2.056
C 2.587 3.224 3.320
C 2.723 4.527 3.783
C 3.643 4.819 4.781
C 4.423 3.808 5.327
C 4.286 2.503 4.872
C 3.368 2.213 3.872
C 1.758 3.641 0.560
C 3.083 3.915 0.223
C 3.414 4.315 -1.062
C 2.431 4.420 -2.037
C 1.113 4.117 -1.723
C 0.783 3.724 -0.437
C -0.176 3.453 2.716
C -0.868 2.624 3.603
C -2.111 2.989 4.093
C -2.694 4.181 3.677
C -2.016 5.008 2.796
C -0.760 4.651 2.320
H 2.107 5.314 3.360
H 3.752 5.837 5.142
H 5.134 4.039 6.114
H 4.895 1.715 5.300
H 3.214 1.209 3.485
H 3.855 3.795 0.975
H 4.451 4.509 -1.316
H 2.698 4.712 -3.046
H 0.346 4.150 -2.489
H -0.241 3.453 -0.200
H -0.412 1.670 3.855
H -2.647 2.336 4.774
H -3.680 4.457 4.034
H -2.481 5.930 2.463
H -0.236 5.311 1.638
S -1.532 -7.013 -2.365
C -0.979 -5.369 -1.899
C 0.272 -5.182 -1.331
C 0.620 -3.899 -0.925
N -0.187 -2.855 -1.058
C -1.379 -3.043 -1.607
C -1.826 -4.281 -2.050
C -2.236 -7.433 -0.780
C -3.577 -7.187 -0.506
C -4.060 -7.481 0.757
N -3.322 -7.997 1.738
C -2.039 -8.229 1.460
C -1.453 -7.973 0.233
H 0.961 -6.009 -1.219
H 1.593 -3.686 -0.491
H -2.002 -2.157 -1.691
H -2.802 -4.397 -2.502
H -4.219 -6.766 -1.268
H -5.100 -7.292 1.005
H -1.453 -8.643 2.273
H -0.405 -8.180 0.061
Br 2.819 -1.070 -0.541
C -3.326 -3.586 2.753
C -2.739 -2.179 2.728
C -3.874 -1.153 2.803
O -2.075 -1.974 1.479
B -0.866 -1.290 1.671
O -0.621 -1.212 3.038
C -1.612 -1.920 3.784
C -0.962 -3.203 4.308
C -2.029 -1.059 4.972
H -4.133 -3.648 2.020
H -3.732 -3.827 3.740
H -2.574 -4.327 2.485
H -4.546 -1.320 1.960
H -3.471 -0.144 2.709
H -4.440 -1.242 3.734
H -0.639 -3.833 3.479
H -1.641 -3.768 4.952
H -0.077 -2.923 4.880
H -2.351 -0.072 4.645
H -1.165 -0.929 5.627
H -2.833 -1.537 5.539
*
```

The calculation puts the energy above the lowest of the compared OMol25 structures with the same formula, charge and spin at 0.6931 eV. The calculation puts the HOMO energy at -1.2 eV. The calculation puts the gap between HOMO and LUMO at 0.1728 hartree.

Entry 4:
The following is a quantum chemistry calculation of a structure of composition C44H41BN2O6P2PdS2 at a distorted geometry, from the OMol25 dataset.

Geometry as ORCA input:
```
! wB97M-V def2-TZVPD RIJCOSX def2/J DEFGRID3
* xyz -2 1
Pd 0.538 -3.103 0.118
O 2.957 -2.985 -0.492
C 3.877 -3.829 -0.256
C 5.211 -3.633 -0.750
C 6.219 -4.556 -0.588
C 5.996 -5.760 0.085
C 4.727 -5.973 0.606
C 3.689 -5.054 0.475
C 2.396 -5.394 1.082
N 1.702 -4.730 1.988
C 0.608 -5.517 2.275
C 0.638 -6.664 1.548
N 1.791 -6.589 0.807
H 5.389 -2.706 -1.284
H 7.203 -4.342 -0.997
H 6.784 -6.491 0.219
H 4.529 -6.883 1.166
H -0.161 -5.178 2.952
H -0.070 -7.467 1.435
H 2.021 -7.154 0.011
C -7.305 2.376 -0.657
C -6.166 2.093 0.334
C -6.721 1.223 1.463
C -5.694 3.416 0.950
C -5.017 1.409 -0.413
C -4.329 2.111 -1.401
C -3.323 1.531 -2.170
C -3.016 0.214 -1.919
O -2.101 -0.598 -2.521
B -2.214 -1.847 -1.868
O -3.202 -1.766 -0.878
C -3.681 -0.491 -0.928
C -4.679 0.074 -0.168
H -8.148 2.852 -0.147
H -7.655 1.447 -1.113
H -6.971 3.038 -1.459
H -7.500 1.773 1.997
H -5.944 0.956 2.182
H -7.165 0.301 1.081
H -6.518 3.900 1.481
H -5.324 4.108 0.192
H -4.881 3.239 1.659
H -4.572 3.151 -1.586
H -2.793 2.090 -2.929
H -5.168 -0.525 0.587
O -3.116 -5.253 -1.401
S -1.839 -4.776 -0.929
O -0.734 -5.690 -1.102
O -1.877 -4.044 0.321
S -1.230 -3.227 -2.366
C 0.256 1.127 0.017
P 1.071 -0.543 -0.341
C 1.117 -1.134 1.386
C -0.120 -1.369 2.014
C -0.176 -1.842 3.323
C 0.989 -2.076 4.031
C 2.219 -1.857 3.416
C 2.288 -1.398 2.115
C 2.786 0.083 -0.599
C 3.446 0.947 0.270
C 4.725 1.402 -0.014
C 5.360 1.000 -1.182
C 4.713 0.140 -2.056
C 3.437 -0.321 -1.761
P 0.222 2.234 -1.443
C 1.761 3.234 -1.225
C 1.991 4.037 -0.110
C 3.153 4.784 -0.004
C 4.104 4.735 -1.015
C 3.891 3.935 -2.124
C 2.722 3.191 -2.229
C -0.946 3.564 -0.904
C -1.284 4.529 -1.852
C -2.143 5.571 -1.538
C -2.685 5.658 -0.264
C -2.369 4.699 0.685
C -1.507 3.656 0.365
H 0.666 1.613 0.909
H -0.788 0.869 0.230
H -1.045 -1.194 1.475
H -1.142 -2.052 3.767
H 0.947 -2.466 5.041
H 3.137 -2.095 3.942
H 3.250 -1.302 1.631
H 2.958 1.258 1.187
H 5.225 2.074 0.675
H 6.362 1.351 -1.405
H 5.212 -0.196 -2.959
H 2.944 -1.034 -2.410
H 1.250 4.080 0.681
H 3.320 5.402 0.870
H 5.018 5.311 -0.928
H 4.640 3.872 -2.905
H 2.561 2.550 -3.089
H -0.867 4.456 -2.853
H -2.393 6.311 -2.288
H -3.364 6.465 -0.015
H -2.796 4.756 1.679
H -1.277 2.907 1.113
*
```

The calculation puts the energy above the lowest of the compared OMol25 structures with the same formula, charge and spin at 2.6049 eV. The calculation puts the HOMO energy at -0.7 eV. The calculation puts the gap between HOMO and LUMO at 0.1620 hartree.

Entry 5:
The following is a quantum chemistry calculation of a structure of composition C44H41F6IrO2P2Si at a distorted geometry, from the OMol25 dataset.

Geometry as ORCA input:
```
! wB97M-V def2-TZVPD RIJCOSX def2/J DEFGRID3
* xyz 0 1
Ir 0.239 -0.335 0.930
C -1.604 2.789 1.642
Si -0.606 1.777 0.405
C 0.971 2.777 0.137
C 1.018 4.163 0.317
C 2.213 4.860 0.212
C 3.391 4.179 -0.067
C 3.364 2.804 -0.246
C 2.158 2.113 -0.140
P 2.069 0.308 -0.367
C 2.063 0.160 -2.187
C 2.671 -0.897 -2.869
C 2.628 -0.957 -4.254
C 1.957 0.018 -4.976
C 1.344 1.066 -4.307
C 1.403 1.136 -2.924
C 3.679 -0.324 0.178
C 3.767 -0.822 1.478
C 4.971 -1.334 1.947
C 6.083 -1.368 1.119
C 6.000 -0.869 -0.175
C 4.805 -0.346 -0.646
C -1.681 1.955 -1.160
C -1.273 2.890 -2.114
C -2.043 3.208 -3.224
C -3.277 2.606 -3.386
C -3.732 1.706 -2.434
C -2.943 1.337 -1.340
P -3.753 0.437 0.047
C -2.698 -1.006 0.519
C -2.683 -2.215 -0.153
C -2.119 -3.348 0.428
C -1.540 -3.295 1.682
C -1.495 -2.086 2.357
C -2.072 -0.944 1.784
C -5.142 -0.495 -0.717
C -6.240 -0.717 0.111
C -7.315 -1.487 -0.318
C -7.308 -2.038 -1.590
C -6.218 -1.826 -2.426
C -5.145 -1.062 -1.993
H -2.104 3.598 1.102
H -0.967 3.226 2.413
H -2.382 2.199 2.131
H 0.107 4.705 0.551
H 2.229 5.933 0.364
H 4.330 4.715 -0.129
H 4.286 2.271 -0.445
H 3.189 -1.674 -2.329
H 3.127 -1.769 -4.769
H 1.909 -0.040 -6.056
H 0.825 1.841 -4.857
H 0.935 1.961 -2.415
H 2.899 -0.801 2.124
H 5.031 -1.708 2.961
H 7.016 -1.783 1.478
H 6.868 -0.886 -0.822
H 4.760 0.055 -1.651
H -0.341 3.424 -1.965
H -1.698 3.952 -3.932
H -3.904 2.855 -4.233
H -4.730 1.307 -2.539
H -3.125 -2.300 -1.136
H -2.141 -4.285 -0.119
H -1.111 -4.183 2.130
H -1.055 -2.026 3.344
H -2.205 -0.061 2.394
H -6.249 -0.286 1.106
H -8.154 -1.657 0.344
H -8.145 -2.635 -1.928
H -6.196 -2.270 -3.413
H -4.298 -0.915 -2.653
C 1.432 -3.824 0.197
C 1.106 -2.707 -0.790
C 0.698 -3.267 -2.145
O 0.069 -1.887 -0.303
H 2.341 -4.346 -0.114
H 0.616 -4.551 0.243
H 1.593 -3.412 1.197
H 2.037 -2.152 -0.914
H -0.179 -3.909 -2.024
H 1.506 -3.853 -2.594
H 0.435 -2.452 -2.820
C -0.442 0.929 4.343
C 0.964 0.460 3.993
O 1.106 -0.184 2.786
C 1.406 -0.552 5.075
F 2.651 -1.010 4.887
F 1.348 -0.042 6.316
F 0.587 -1.624 5.051
C 1.901 1.695 4.016
F 1.594 2.499 2.985
F 3.197 1.373 3.894
F 1.775 2.432 5.137
H -1.123 0.082 4.274
H -0.743 1.685 3.631
H -0.489 1.341 5.349
*
```

The calculation puts the energy above the lowest of the compared OMol25 structures with the same formula, charge and spin at 0.5560 eV. The calculation puts the HOMO energy (alpha / beta) at -7.6 / -7.6 eV. The calculation puts the gap between HOMO and LUMO (alpha / beta) at 0.2768 / 0.2768 hartree.

| no. | total energy (a.u.) |
| --- | --- |
| 1 | -3944.02243 |
| 2 | -5469.38808 |
| 3 | -8096.30333 |
| 4 | -3894.25826 |
| 5 | -3527.54653 |